Entry 1:
{
  "formula": "C20H14Cl2CuN4S",
  "method": "ωB97M-V/def2-TZVPD",
  "species": ["Cu", "C", "C", "N", "C", "C", "C", "C", "C", "C", "C", "N", "C", "C", "C", "C", "C", "C", "C", "C", "N", "C", "H", "H", "H", "H", "H", "H", "H", "H", "H", "H", "H", "H", "Cl", "C", "Cl", "H", "H", "S", "C", "N"],
  "xyz": [[-1.422864, 0.865309, 1.182501], [-0.829467, -2.644082, 3.502237], [-0.768935, -1.329797, 3.029862], [-1.380613, -0.952333, 1.933040], [-2.122987, -1.821176, 1.217799], [-2.260624, -3.168818, 1.638248], [-1.575706, -3.558919, 2.807729], [-3.054104, -4.038433, 0.871401], [-3.686592, -3.561116, -0.247287], [-3.540750, -2.245309, -0.682015], [-2.741993, -1.338299, 0.011725], [-2.444255, -0.046596, -0.271505], [-2.627693, 0.731028, -1.366660], [-3.385657, 0.498320, -2.512235], [-3.409320, 1.413482, -3.562884], [-2.689917, 2.580398, -3.535237], [-1.928812, 2.893757, -2.397043], [-1.159170, 4.068753, -2.268033], [-0.450743, 4.301314, -1.118971], [-0.513734, 3.358324, -0.089057], [-1.206686, 2.250110, -0.197253], [-1.915214, 1.980287, -1.311973], [-0.293016, -2.914118, 4.398552], [-0.211173, -0.569371, 3.555852], [-1.658193, -4.580505, 3.149875], [-3.159352, -5.067432, 1.175428], [-4.315554, -4.225818, -0.821561], [-4.071531, -1.948948, -1.569023], [-3.977845, -0.393788, -2.611587], [-4.011823, 1.185702, -4.429931], [-2.701729, 3.262460, -4.370001], [-1.146527, 4.781501, -3.080159], [0.149253, 5.189451, -0.993327], [0.010677, 3.508865, 0.842894], [1.795142, 1.001327, 1.651453], [2.259085, 0.035306, 0.238635], [0.817094, -0.484879, -0.661965], [2.786740, -0.853932, 0.579614], [2.869564, 0.649456, -0.421300], [-2.757571, 3.167781, 4.537002], [-1.845001, 2.423450, 3.491377], [-1.100558, 1.887167, 2.745130]],
  "forces_ev_per_angstrom": [[-0.27, -0.48, -0.73], [-0.09, -0.26, -0.09], [0.07, 0.06, 0.06], [0.04, 0.20, 0.35], [-0.17, -0.86, -0.02], [0.09, 0.49, -0.15], [0.05, 0.23, 0.06], [-0.27, -0.14, -0.27], [0.15, -0.53, 0.39], [0.22, 0.66, -0.04], [-0.32, -0.32, -0.32], [0.49, 0.54, 0.85], [-0.30, -0.15, -0.42], [0.15, -0.31, 0.59], [0.22, 0.56, -0.31], [-0.29, -0.19, -0.26], [0.06, -0.32, 0.41], [0.04, -0.04, 0.23], [-0.07, 0.03, -0.28], [0.07, 0.02, 0.08], [0.05, 0.25, 0.32], [-0.11, 0.32, -0.82], [0.00, -0.01, 0.06], [0.02, 0.13, 0.03], [0.00, -0.10, 0.02], [-0.05, -0.14, 0.05], [-0.04, -0.06, -0.06], [0.01, 0.06, -0.04], [0.00, -0.06, 0.04], [-0.04, -0.03, -0.08], [-0.03, 0.10, -0.11], [0.01, 0.05, -0.08], [0.00, 0.05, 0.02], [0.01, -0.02, 0.13], [0.16, -0.08, -0.11], [-0.06, -0.03, -0.04], [0.25, -0.05, -0.05], [-0.07, 0.19, -0.07], [-0.09, -0.13, 0.14], [-0.83, 0.60, 0.84], [0.93, -0.42, -0.56], [0.01, 0.16, 0.24]],
  "e_homo_ev": [-7.132, -7.104],
  "multiplicity": 2,
  "homo_lumo_gap_ev": [6.7880, 6.7771],
  "s2": 0.75
}

=====

Entry 2:
{
  "formula": "C20H14CrFNO4Se",
  "method": "ωB97M-V/def2-TZVPD",
  "species": ["Cr", "O", "C", "O", "C", "C", "C", "C", "C", "N", "C", "O", "O", "H", "H", "H", "F", "C", "C", "C", "C", "C", "C", "C", "H", "H", "H", "H", "H", "H", "Se", "C", "C", "C", "C", "C", "C", "H", "H", "H", "H", "H"],
  "xyz": [[-0.134370, -0.811135, 0.073115], [3.461855, -0.223212, 1.803517], [2.304982, -0.429118, 1.476351], [1.854136, -0.727215, 0.307593], [1.193202, -0.348688, 2.515330], [1.326182, -0.150333, 3.874368], [0.175396, -0.126367, 4.655422], [-1.067704, -0.299106, 4.057097], [-1.119460, -0.495008, 2.691901], [-0.006266, -0.516145, 1.959691], [-2.356143, -0.735693, 1.835442], [-3.464622, -0.672785, 2.342242], [-2.060402, -0.974309, 0.605839], [2.313924, -0.017496, 4.292718], [0.249266, 0.019483, 5.725280], [-1.990376, -0.288086, 4.620308], [-0.516437, 1.897889, -5.792146], [-0.469479, 1.743946, -4.440994], [0.760153, 1.626932, -3.824480], [0.802542, 1.481765, -2.448885], [-0.368972, 1.450734, -1.681102], [-0.306082, 1.268084, -0.216901], [-1.591488, 1.560764, -2.351029], [-1.648750, 1.707007, -3.728220], [1.662718, 1.632996, -4.421609], [1.756547, 1.359002, -1.949624], [-1.207601, 1.625031, 0.281721], [0.574356, 1.750438, 0.210630], [-2.509504, 1.503514, -1.778559], [-2.593745, 1.791067, -4.249453], [-0.226716, -1.930789, -2.092348], [-0.110814, -3.514468, -1.002870], [-1.231179, -3.994890, -0.321696], [-1.143932, -5.154118, 0.437821], [0.056744, -5.842586, 0.538410], [1.181900, -5.347989, -0.108318], [1.104442, -4.188310, -0.864826], [-2.168066, -3.457132, -0.388453], [-2.019785, -5.523449, 0.959380], [0.116029, -6.758189, 1.114383], [2.130429, -5.864172, -0.010879], [1.984490, -3.793464, -1.354968]],
  "forces_ev_per_angstrom": [[-0.13, 0.54, -1.20], [-0.12, -0.02, 0.08], [0.20, -0.02, -0.13], [0.12, -0.02, 0.02], [-0.05, -0.05, -0.25], [0.03, 0.06, 0.14], [0.01, -0.04, -0.20], [-0.06, 0.04, 0.14], [0.07, -0.12, -0.26], [0.12, 0.28, 2.15], [-0.26, 0.13, -0.06], [0.13, -0.07, 0.04], [-0.11, -0.10, 0.10], [0.01, -0.01, -0.04], [-0.01, 0.02, 0.01], [-0.01, -0.01, -0.03], [-0.02, -0.01, 0.00], [0.04, -0.01, 0.06], [0.00, 0.00, -0.09], [-0.10, -0.01, 0.09], [0.01, 0.21, -0.14], [0.08, -0.42, -0.02], [0.12, -0.06, 0.05], [-0.06, 0.04, -0.08], [-0.01, 0.02, 0.01], [0.00, 0.00, -0.01], [-0.03, -0.08, 0.03], [0.03, -0.09, 0.04], [-0.01, 0.02, 0.00], [0.01, -0.02, 0.00], [-0.04, -0.22, -0.51], [0.00, 0.25, -0.03], [0.01, -0.11, 0.04], [-0.02, -0.06, 0.09], [-0.02, 0.00, -0.02], [0.07, -0.01, 0.03], [-0.03, -0.10, 0.06], [0.02, 0.03, -0.05], [-0.01, 0.03, -0.03], [0.01, 0.03, 0.04], [-0.01, 0.01, -0.03], [-0.01, 0.02, -0.02]],
  "e_homo_ev": [-4.516, -4.770],
  "multiplicity": 4,
  "homo_lumo_gap_ev": [6.8135, 6.9350],
  "s2": 3.86,
  "de_lowest_kcal_mol": 1.29,
  "charge": -1
}

=====

Entry 3:
{
  "formula": "C20H15BBrN2O4Se2TcTe2",
  "method": "ωB97M-V/def2-TZVPD",
  "species": ["Tc", "Se", "Te", "Te", "Se", "O", "B", "O", "C", "C", "C", "C", "C", "C", "H", "H", "H", "H", "N", "C", "C", "C", "C", "C", "C", "C", "H", "H", "H", "H", "N", "H", "H", "H", "Br", "C", "C", "C", "C", "C", "C", "C", "O", "O", "H", "H", "H", "H"],
  "xyz": [[-0.201583, -0.686796, 0.542830], [0.707711, -1.622028, 2.711637], [-1.211550, -2.994017, 3.599963], [-1.531035, -4.435739, 1.362818], [-1.553039, -2.407204, -0.201037], [2.742998, -1.458063, -0.398416], [1.403365, -1.905478, -0.249925], [1.367139, -3.260638, -0.633591], [2.634935, -3.620500, -0.974045], [3.101992, -4.843137, -1.399001], [4.464482, -4.928936, -1.688787], [5.305044, -3.830216, -1.553249], [4.818778, -2.595606, -1.119165], [3.475073, -2.527054, -0.836315], [2.437626, -5.690517, -1.497010], [4.875097, -5.872325, -2.024607], [6.356855, -3.932995, -1.786167], [5.461965, -1.733336, -1.007111], [-1.573772, 2.641064, -6.106375], [-1.360861, 2.102624, -5.111752], [-1.093436, 1.429166, -3.870587], [0.114714, 0.766499, -3.677358], [0.364469, 0.123956, -2.473595], [-0.560142, 0.105832, -1.419144], [-1.771623, 0.778502, -1.657379], [-2.040912, 1.431824, -2.846516], [0.852599, 0.756368, -4.470186], [1.317339, -0.383823, -2.368307], [-2.526200, 0.800896, -0.879621], [-2.983941, 1.943960, -2.992938], [1.516255, 0.678430, 0.618693], [1.257196, 1.388077, 1.317191], [1.629500, 1.135741, -0.280272], [2.400602, 0.249327, 0.860445], [-2.986492, 5.915038, 5.026656], [-3.168637, 4.345515, 3.967316], [-4.436170, 3.838281, 3.733039], [-4.564839, 2.691740, 2.961694], [-3.442453, 2.071129, 2.434258], [-2.180312, 2.596758, 2.677751], [-2.037883, 3.741401, 3.452715], [-0.940860, 1.939771, 2.117657], [0.166951, 2.397153, 2.390916], [-1.178637, 0.941721, 1.347888], [-5.304533, 4.329919, 4.149254], [-5.549466, 2.282598, 2.775591], [-3.527206, 1.172894, 1.838452], [-1.047102, 4.132222, 3.635692]],
  "forces_ev_per_angstrom": [[-0.21, 0.19, -0.25], [-0.01, -0.10, 0.09], [0.06, 0.01, -0.10], [-0.01, 0.03, 0.05], [0.03, 0.06, 0.02], [0.00, 0.03, -0.06], [0.02, -0.17, 0.24], [0.02, 0.04, -0.09], [0.01, -0.01, 0.02], [0.01, 0.00, 0.00], [0.00, 0.01, 0.00], [-0.01, 0.00, 0.00], [0.01, -0.01, -0.01], [-0.01, 0.02, 0.02], [0.00, 0.00, 0.00], [0.00, 0.00, 0.00], [0.00, 0.00, 0.00], [0.00, 0.00, 0.00], [0.00, 0.01, -0.02], [0.01, -0.04, 0.06], [-0.02, 0.03, -0.04], [0.03, -0.02, 0.01], [-0.01, 0.00, -0.05], [0.03, -0.06, 0.15], [-0.01, 0.02, -0.02], [-0.01, -0.01, 0.00], [0.00, 0.00, 0.00], [0.03, 0.00, 0.00], [0.00, 0.00, 0.01], [0.00, 0.00, 0.00], [-0.04, 0.07, -0.10], [0.01, -0.03, 0.03], [0.03, -0.02, -0.02], [-0.02, 0.01, 0.02], [0.00, 0.00, 0.00], [0.00, 0.01, 0.00], [0.00, -0.02, -0.01], [0.00, 0.01, 0.00], [0.00, -0.01, 0.00], [0.01, -0.03, 0.04], [0.00, 0.00, 0.00], [-0.04, 0.09, -0.09], [0.02, 0.01, 0.04], [0.07, -0.12, 0.07], [0.00, 0.00, 0.00], [0.00, 0.00, 0.00], [0.00, 0.00, 0.00], [0.00, 0.00, 0.00]],
  "e_homo_ev": [-4.658, -4.651],
  "multiplicity": 2,
  "homo_lumo_gap_ev": [6.3326, 6.4648],
  "s2": 0.78,
  "de_lowest_kcal_mol": 0.00,
  "charge": -1
}

=====

Entry 4:
{
  "formula": "C20H15BiBrCl2GeNO4",
  "method": "ωB97M-V/def2-TZVPD",
  "species": ["Bi", "Br", "C", "C", "C", "C", "C", "N", "C", "O", "O", "H", "H", "H", "Cl", "C", "Cl", "C", "O", "O", "H", "Ge", "C", "C", "C", "C", "C", "C", "C", "C", "C", "C", "C", "C", "H", "H", "H", "H", "H", "H", "H", "H", "H", "H", "H"],
  "xyz": [[0.368482, 0.502851, 1.092262], [-2.611718, 1.972451, 1.170762], [-1.299818, 3.139551, 0.502362], [-1.527718, 4.464551, 0.177562], [-0.478918, 5.181651, -0.389338], [0.756782, 4.568851, -0.585538], [0.910282, 3.252651, -0.177938], [-0.116218, 2.567051, 0.323862], [2.219982, 2.482751, -0.247038], [3.218682, 2.959951, -0.679838], [2.124882, 1.233051, 0.203962], [-2.497418, 4.902851, 0.361262], [-0.628618, 6.215451, -0.667538], [1.593582, 5.090851, -1.021938], [1.888482, -0.927449, 2.925062], [2.217982, 0.529051, 3.899562], [3.459382, 1.511251, 3.087662], [0.924182, 1.374251, 4.029762], [0.604082, 1.840151, 5.070562], [0.250982, 1.560151, 2.907762], [2.570882, 0.222751, 4.889062], [-0.998618, -1.748949, 0.150962], [0.474782, -3.041849, 0.190462], [0.340982, -4.154349, 1.026362], [1.312982, -5.138249, 1.004462], [2.417482, -5.008449, 0.175862], [2.552082, -3.898549, -0.648238], [1.579582, -2.916649, -0.655338], [-1.851818, -0.952449, -1.427438], [-1.103218, -0.566349, -2.541338], [-1.754418, -0.126849, -3.677638], [-3.142218, -0.095749, -3.717538], [-3.887018, -0.477649, -2.610038], [-3.248818, -0.899949, -1.455838], [-1.948618, -1.844749, 1.355162], [-0.531918, -4.249349, 1.659662], [1.215882, -6.003349, 1.641062], [3.171382, -5.780649, 0.159662], [3.418382, -3.798449, -1.284538], [1.672082, -2.059249, -1.313138], [-0.022418, -0.623249, -2.516638], [-1.183418, 0.186651, -4.535338], [-3.645218, 0.210051, -4.620538], [-4.966318, -0.442849, -2.644238], [-3.819818, -1.213449, -0.588138]],
  "forces_ev_per_angstrom": [[0.99, 1.97, 0.63], [-0.19, 0.13, 0.07], [-0.22, 0.11, -0.12], [-0.04, -0.23, 0.06], [0.05, -0.24, 0.08], [0.02, -0.28, 0.18], [0.31, 0.37, -0.23], [-0.22, 0.04, 0.04], [-0.23, 0.63, -0.24], [-0.08, -0.02, 0.04], [-0.34, -1.11, 0.38], [0.00, 0.05, -0.05], [0.01, 0.03, -0.02], [0.11, 0.02, 0.01], [0.15, -0.68, -0.06], [0.26, 1.09, 0.27], [-0.27, -0.26, 0.40], [0.77, -0.58, 0.48], [0.01, 0.09, 0.17], [-0.45, -0.15, -1.36], [-0.12, -0.06, -0.33], [-0.85, -1.95, -1.37], [-0.58, 0.89, -0.12], [-0.24, 0.28, 0.09], [-0.02, -0.06, 0.08], [-0.08, 0.06, -0.04], [0.10, 0.11, -0.10], [-0.05, 0.18, -0.02], [0.67, -0.29, 0.77], [0.10, -0.01, 0.16], [0.07, 0.03, -0.03], [0.02, -0.08, 0.14], [-0.08, -0.02, 0.06], [0.12, -0.04, 0.32], [0.13, 0.12, 0.02], [0.06, -0.10, 0.13], [-0.06, -0.10, 0.04], [0.08, -0.04, 0.04], [0.04, -0.02, -0.07], [0.11, -0.05, -0.03], [0.07, 0.03, -0.12], [0.09, -0.01, -0.15], [-0.06, 0.11, -0.09], [-0.04, -0.05, -0.01], [-0.09, 0.08, -0.08]],
  "e_homo_ev": -15.651,
  "homo_lumo_gap_ev": 7.0780,
  "de_lowest_kcal_mol": 28.48,
  "charge": 2
}

=====

Entry 5:
{
  "formula": "C20H15Cl4O7",
  "method": "ωB97M-V/def2-TZVPD",
  "species": ["Cl", "C", "C", "Cl", "C", "O", "C", "O", "C", "Cl", "C", "Cl", "C", "O", "C", "C", "C", "C", "C", "C", "C", "O", "O", "C", "C", "C", "O", "C", "O", "C", "C", "H", "H", "H", "H", "H", "H", "H", "H", "H", "H", "H", "H", "H", "H", "H"],
  "xyz": [[0.825967, 6.192815, 0.949229], [1.502091, 4.621725, 0.912832], [0.688138, 3.537134, 0.625862], [-0.983320, 3.794012, 0.715368], [1.222359, 2.077795, 0.828421], [1.299796, 1.947370, 2.110588], [2.816694, 2.041442, 0.620050], [3.402538, 1.008388, 0.366006], [3.545243, 3.275670, 1.003621], [5.224154, 3.083534, 1.146032], [2.916030, 4.490421, 1.158541], [3.849891, 5.880219, 1.521924], [-2.454640, -5.578967, 1.941834], [-1.496626, -5.366168, 0.881939], [-0.982220, -4.108942, 0.799811], [-0.020986, -3.866750, -0.214655], [0.599849, -2.635382, -0.294660], [0.285500, -1.621928, 0.632287], [1.094161, -0.385761, 0.770799], [0.593993, 0.917836, 0.068090], [-0.915244, 1.037521, 0.125149], [-1.547180, 0.798301, 1.126784], [-1.569967, 1.606197, -0.951902], [-1.129065, 1.247760, -2.254889], [-1.486601, -0.211129, -2.495417], [-1.752910, 2.198080, -3.267975], [0.294972, 1.509036, -2.315089], [1.028440, 0.791477, -1.398436], [1.933081, 0.079926, -1.786520], [-0.688445, -1.859242, 1.607239], [-1.339375, -3.069819, 1.695597], [-2.743163, -6.620129, 1.822271], [-1.993615, -5.412330, 2.926129], [-3.325748, -4.918775, 1.822672], [0.215529, -4.675212, -0.903483], [1.349908, -2.428316, -1.061022], [1.151654, -0.128646, 1.834754], [2.090144, -0.569160, 0.373954], [-0.978486, -0.873327, -1.777094], [-2.573875, -0.302644, -2.367634], [-1.212599, -0.493063, -3.519419], [-1.357028, 3.206691, -3.120383], [-1.502219, 1.864945, -4.280198], [-2.838078, 2.203363, -3.148934], [-0.934512, -1.066137, 2.307966], [-2.104238, -3.219823, 2.461967]],
  "forces_ev_per_angstrom": [[-0.17, 0.61, 0.20], [-1.20, -1.63, -0.90], [1.69, 0.88, 0.71], [-0.66, 0.45, -0.04], [2.66, 2.54, -0.70], [-0.56, -0.65, 2.48], [-1.09, -0.21, -0.69], [0.32, 0.79, 0.23], [-1.25, 1.29, 0.38], [0.66, 0.09, 0.17], [1.15, -1.92, -0.81], [0.07, 0.23, 0.11], [0.60, 0.05, -0.72], [-0.74, -0.21, 0.59], [0.50, 1.17, 0.03], [-0.86, -0.49, 0.63], [-0.19, 0.64, 0.39], [-0.31, -0.58, 0.21], [0.01, 0.40, 0.14], [-0.70, -1.97, -1.57], [-0.91, 0.19, 1.20], [0.43, 0.21, -1.19], [-0.19, -0.61, -0.06], [0.65, 0.60, 0.41], [0.13, 0.03, -0.23], [0.10, -0.11, 0.20], [-0.36, -0.51, -0.16], [1.11, -0.98, -0.56], [-1.34, 1.20, 0.22], [0.18, 0.04, -0.33], [-0.08, -1.17, -0.51], [-0.12, 0.03, 0.16], [-0.12, -0.06, -0.23], [0.18, -0.20, 0.03], [-0.02, 0.12, 0.13], [-0.14, -0.13, 0.24], [0.16, -0.02, -0.33], [-0.19, 0.11, 0.30], [-0.19, 0.16, -0.23], [0.31, -0.08, -0.02], [-0.02, -0.05, 0.26], [-0.10, -0.17, 0.06], [-0.02, 0.04, 0.19], [0.09, 0.00, 0.01], [0.14, -0.17, -0.13], [0.37, 0.05, -0.29]],
  "e_homo_ev": -4.554,
  "homo_lumo_gap_ev": 7.1555,
  "smiles": "COc1ccc(CC2([C@@]3([O-])C(=O)C(Cl)=C(Cl)C(Cl)=C3Cl)C(=O)OC(C)(C)OC2=O)cc1",
  "de_lowest_kcal_mol": 11.04,
  "charge": -1
}

=====

Max |F|, respectively: 1.33, 2.17, 0.38, 2.53, 3.75 eV/A.
Calculated total energy, respectively: -3948.68313, -4672.21927, -9200.46620, -6912.17091, -3138.58699 Eh.